No. 1
C5H9NO | ωB97M-V/def2-TZVPD

Atoms and positions in Å:
C -0.1903 0.2339 -2.1356
C -0.0059 -0.7276 -0.9741
C 1.0640 -0.3231 0.0746
N -0.0192 -0.1694 1.0434
C -0.0992 0.5811 2.2717
C -1.0136 -0.4856 0.1591
O -2.2180 -0.4631 0.2546
H -0.2768 1.2633 -1.7664
H -1.1107 0.0054 -2.6819
H 0.6556 0.1869 -2.8278
H 0.0582 -1.7684 -1.3050
H 1.8016 -1.0882 0.3419
H 1.5760 0.6208 -0.1524
H -1.0027 1.1969 2.2385
H -0.1373 -0.0652 3.1531
H 0.7767 1.2339 2.3521

As for the SMILES: C[C@H]1CN(C)C1=O. The net charge is 0. The value obtained for the energy is -8868.2551 eV. The energy above the lowest of the compared OMol25 structures with the same formula, charge and spin comes out at 92.39 kJ/mol. Its highest occupied orbital energy is -9.4 eV. Its orbital gap is 0.3774 Ha.

Atom charges from the natural (NBO) analysis, given in e for atoms 1 to 2: C -0.60; C -0.31



No. 2
C5H9NO | ωB97M-V/def2-TZVPD

Atoms and positions in Å:
O 0.7091 1.1170 2.4588
C 0.5550 0.1389 1.5206
C 0.6672 0.4162 0.0680
C 0.7980 -0.4258 -1.2633
N -0.6283 -0.5243 -1.7121
C -1.4599 -0.1457 -0.5382
C -0.6192 -0.5528 0.5591
H 0.4438 1.0890 3.3776
H 1.3916 -0.6039 1.8315
H 0.2921 1.3859 -0.2514
H 1.3336 0.2156 -1.9708
H 1.3106 -1.2608 -1.3343
H -0.8337 0.1704 -2.3233
H -1.3022 1.0099 -0.4775
H -2.4254 -0.5125 -0.6233
H -0.2322 -1.5171 0.6786

As for the SMILES: OC1[C@H]2CNC[C@H]12. The net charge is 0. The value obtained for the energy is -8862.4500 eV. The energy above the lowest of the compared OMol25 structures with the same formula, charge and spin comes out at 652.49 kJ/mol. Its highest occupied orbital energy is -8.3 eV. Its orbital gap is 0.3343 Ha.

Atom charges from the natural (NBO) analysis, given in e for atoms 1 to 2: O -0.73; C 0.15



No. 3
C5H9NO | ωB97M-V/def2-TZVPD

Atoms and positions in Å:
N -1.1750 -0.8599 2.1647
C -0.8023 -0.7638 0.9701
C -1.2128 0.3077 0.0087
C -0.0625 1.1926 -0.5142
C 0.9982 0.5113 -1.3866
C 1.3604 -1.6322 0.5340
O 0.0581 -1.7319 0.3833
H -0.7740 -1.6912 2.6036
H -1.7260 -0.1703 -0.8360
H -1.9443 0.9274 0.5357
H 0.4057 1.7049 0.3357
H -0.5298 1.9792 -1.1193
H 0.5396 0.0247 -2.2538
H 1.7195 1.2518 -1.7418
H 1.5305 -0.7299 1.1864
H 1.5922 -0.2666 -0.8959

The net charge is 0. The value obtained for the energy is -8864.9452 eV. The energy above the lowest of the compared OMol25 structures with the same formula, charge and spin comes out at 411.75 kJ/mol. Its highest occupied orbital energy is -8.9 eV. Its orbital gap is 0.3453 Ha.

Atom charges from the natural (NBO) analysis, given in e for atoms 1 to 2: N -0.62; C 0.56



No. 4
C5H9NO | ωB97M-V/def2-TZVPD

Atoms and positions in Å:
C 1.0066 1.1396 0.6917
C 0.1689 0.1174 -0.0690
C 1.0685 -0.8445 -0.8516
C -0.8088 -0.6477 0.8579
O -2.0799 -0.5559 0.1922
C -1.8900 0.3495 -0.7960
N -0.7324 0.8040 -1.0187
H 1.6255 1.7159 -0.0038
H 1.6629 0.6394 1.4136
H 0.3641 1.8381 1.2366
H 1.5768 -1.5360 -0.1662
H 0.4751 -1.4299 -1.5613
H 1.8255 -0.2958 -1.4210
H -0.5535 -1.7032 0.9928
H -0.9054 -0.1729 1.8411
H -2.7927 0.6075 -1.3464

As for the SMILES: CC1(C)COC=N1. The net charge is 0. The value obtained for the energy is -8868.2942 eV. The energy above the lowest of the compared OMol25 structures with the same formula, charge and spin comes out at 88.61 kJ/mol. Its highest occupied orbital energy is -9.6 eV. Its orbital gap is 0.3885 Ha.

Atom charges from the natural (NBO) analysis, given in e for atoms 1 to 2: C -0.60; C 0.05